(1)
{"formula": "C20H25N3O4S", "method": "wB97M-V/def2-TZVPD", "homo_ha": -0.3226, "homo_lumo_gap_ev": 9.36, "de_lowest_kcal_mol": 59.7, "molar_mass_g_mol": 403.5, "smiles": "COc1ccc(S(=O)(=O)N2CCCCCC2)cc1C(=O)Nc1cccc(C)n1", "symbols": ["C", "O", "C", "C", "C", "C", "S", "O", "O", "N", "C", "C", "C", "C", "C", "C", "C", "C", "C", "O", "N", "C", "C", "C", "C", "C", "C", "N", "H", "H", "H", "H", "H", "H", "H", "H", "H", "H", "H", "H", "H", "H", "H", "H", "H", "H", "H", "H", "H", "H", "H", "H", "H"], "xyz": [[1.820, -3.764, 0.945], [0.488, -3.543, 1.352], [-0.090, -2.329, 1.283], [-1.366, -2.286, 1.870], [-2.089, -1.119, 1.939], [-1.540, 0.045, 1.426], [-2.466, 1.583, 1.466], [-1.534, 2.654, 1.263], [-3.266, 1.572, 2.656], [-3.499, 1.569, 0.178], [-4.708, 0.797, 0.284], [-4.707, -0.531, -0.481], [-4.782, -0.324, -1.995], [-3.427, -0.122, -2.682], [-2.397, 0.676, -1.877], [-2.965, 1.885, -1.123], [-0.289, 0.032, 0.856], [0.454, -1.146, 0.759], [1.737, -1.037, -0.012], [1.948, -1.660, -1.032], [2.586, -0.119, 0.527], [3.830, 0.305, 0.060], [4.427, -0.165, -1.104], [5.669, 0.353, -1.433], [6.258, 1.298, -0.609], [5.578, 1.704, 0.537], [6.157, 2.720, 1.469], [4.392, 1.210, 0.855], [2.505, -3.052, 1.415], [1.927, -3.704, -0.140], [2.058, -4.772, 1.284], [-1.755, -3.209, 2.272], [-3.061, -1.085, 2.403], [-4.852, 0.628, 1.352], [-5.543, 1.412, -0.075], [-3.826, -1.119, -0.220], [-5.588, -1.089, -0.156], [-5.265, -1.189, -2.454], [-5.424, 0.538, -2.190], [-2.988, -1.097, -2.907], [-3.604, 0.379, -3.637], [-1.908, 0.022, -1.154], [-1.625, 1.024, -2.566], [-3.747, 2.371, -1.714], [-2.172, 2.610, -0.935], [0.102, 0.959, 0.464], [2.307, 0.359, 1.375], [3.935, -0.898, -1.718], [6.171, 0.019, -2.329], [7.224, 1.716, -0.844], [5.465, 2.903, 2.286], [6.343, 3.654, 0.941], [7.104, 2.366, 1.872]], "forces_ev_per_angstrom": [[0.44, -0.23, -0.24], [-0.40, 0.11, -0.01], [-0.16, 0.16, 0.12], [0.12, -0.01, -0.14], [0.06, -0.09, 0.02], [-0.25, 0.74, 0.05], [-0.10, 0.00, 0.00], [0.13, -0.19, -0.27], [-0.06, -0.32, -0.08], [0.52, 0.23, 0.90], [-0.36, -0.48, 0.29], [-0.17, 0.25, -0.14], [0.16, -0.20, 0.01], [0.01, 0.03, 0.08], [-0.19, 0.06, -0.15], [0.62, 0.08, -0.40], [-0.02, -0.07, 0.10], [-0.11, -0.11, -0.04], [-0.13, 0.05, 0.08], [0.04, -0.01, -0.14], [-0.10, 0.15, 0.26], [0.41, -0.01, -0.37], [-0.09, -0.08, -0.05], [0.00, 0.16, 0.24], [-0.06, -0.08, -0.06], [0.14, -0.03, -0.16], [0.03, 0.01, -0.01], [-0.30, -0.02, 0.19], [-0.03, -0.03, 0.03], [-0.04, -0.02, 0.19], [0.03, 0.11, 0.03], [-0.04, -0.09, 0.07], [-0.13, -0.09, 0.10], [-0.25, -0.02, -0.12], [0.05, -0.04, 0.07], [0.01, -0.09, 0.07], [0.02, -0.04, 0.06], [-0.07, 0.08, -0.04], [-0.10, 0.00, -0.03], [-0.02, 0.00, -0.09], [0.05, -0.05, -0.07], [0.04, 0.02, -0.08], [0.09, -0.02, 0.04], [-0.01, 0.07, 0.07], [-0.12, 0.05, -0.27], [0.13, 0.07, -0.08], [0.03, -0.15, -0.09], [-0.03, -0.02, -0.01], [0.03, -0.03, -0.06], [0.09, 0.05, -0.01], [0.00, 0.03, 0.04], [0.05, 0.09, 0.01], [0.08, 0.03, 0.05]]}

=====

(2)
{"formula": "C10H6", "method": "wB97M-V/def2-TZVPD", "homo_ha": [-0.2933, -0.2933], "homo_lumo_gap_ev": [7.35, 7.35], "de_lowest_kcal_mol": 177.6, "molar_mass_g_mol": 126.2, "symbols": ["C", "C", "C", "C", "C", "C", "C", "C", "C", "C", "H", "H", "H", "H", "H", "H"], "xyz": [[2.129, -0.092, 0.470], [0.293, 1.181, 0.491], [1.577, 0.974, -0.224], [1.259, -1.125, 0.079], [-0.479, 0.202, 1.046], [0.010, -1.166, 0.742], [0.564, 0.602, -1.291], [0.356, -0.793, -1.083], [-1.719, -0.143, 0.270], [-0.915, -1.230, -0.462], [2.718, 0.028, 1.384], [-0.025, 2.269, 0.626], [0.193, 1.296, -2.013], [-2.380, -0.672, 0.849], [-1.976, 0.781, -0.199], [-1.606, -2.112, -0.685]], "forces_ev_per_angstrom": [[0.63, -0.74, -0.35], [0.17, 5.17, 1.18], [0.02, -0.31, -0.35], [0.17, 0.67, -0.54], [0.41, -2.90, 2.56], [1.14, 1.19, -0.29], [1.84, -2.27, 1.35], [0.91, 0.42, -1.49], [1.26, 2.28, -0.85], [-2.97, -2.19, -0.23], [-0.61, -0.23, -0.24], [-0.33, -1.56, -1.13], [-0.59, 0.23, 0.09], [-2.27, -0.65, 1.12], [-1.35, 0.04, -0.75], [1.57, 0.86, -0.09]]}

=====

(3)
{"formula": "C29H58ClIO4PSTa", "method": "wB97M-V/def2-TZVPD", "homo_ha": -0.0004, "charge": -2, "homo_lumo_gap_ev": 3.51, "de_lowest_kcal_mol": 66.8, "molar_mass_g_mol": 877.1, "symbols": ["C", "C", "Ta", "I", "C", "C", "C", "C", "C", "C", "C", "C", "C", "C", "C", "C", "C", "C", "C", "C", "C", "C", "C", "C", "C", "C", "C", "C", "S", "O", "O", "Cl", "C", "O", "O", "P", "C", "C", "H", "H", "H", "H", "H", "H", "H", "H", "H", "H", "H", "H", "H", "H", "H", "H", "H", "H", "H", "H", "H", "H", "H", "H", "H", "H", "H", "H", "H", "H", "H", "H", "H", "H", "H", "H", "H", "H", "H", "H", "H", "H", "H", "H", "H", "H", "H", "H", "H", "H", "H", "H", "H", "H", "H", "H", "H", "H"], "xyz": [[1.896, 5.409, 2.038], [1.805, 4.291, 1.258], [3.175, 3.759, -0.511], [4.612, 6.228, 0.086], [2.059, 1.740, -0.737], [2.527, 0.823, -1.919], [3.869, 0.071, -1.704], [3.845, -1.073, -0.637], [2.540, -1.919, -0.579], [2.712, -2.970, 0.612], [2.432, -4.457, 0.180], [1.339, -5.026, 1.179], [-0.064, -4.514, 0.684], [-0.881, -5.604, -0.095], [-1.800, -4.858, -1.149], [-2.553, -3.677, -0.427], [-3.874, -3.258, -1.136], [-4.579, -2.078, -0.362], [-5.224, -1.069, -1.387], [-5.810, 0.211, -0.698], [-7.384, 0.111, -0.730], [-8.001, 1.215, 0.183], [-9.572, 1.231, 0.206], [-10.027, 1.349, 1.707], [4.678, 2.600, 0.892], [4.431, 2.866, 2.422], [3.367, 1.956, 3.089], [3.836, 0.485, 3.317], [2.330, -0.512, 3.687], [1.471, -0.557, 2.529], [2.654, -1.810, 4.240], [1.317, 0.514, 5.206], [1.631, 4.844, -1.883], [2.112, 5.778, -2.570], [0.403, 4.501, -1.923], [4.639, 3.480, -2.521], [3.949, 3.563, -4.221], [6.378, 2.891, -2.342], [1.837, 6.440, 1.640], [1.989, 5.267, 3.147], [0.982, 3.565, 1.480], [2.207, 1.181, 0.229], [0.980, 2.012, -0.788], [2.565, 1.446, -2.837], [1.697, 0.085, -2.102], [4.602, 0.829, -1.341], [4.246, -0.298, -2.689], [4.097, -0.715, 0.382], [4.666, -1.784, -0.919], [2.303, -2.459, -1.518], [1.670, -1.294, -0.272], [2.102, -2.649, 1.475], [3.782, -2.928, 0.932], [3.331, -5.103, 0.278], [2.047, -4.523, -0.865], [1.414, -6.130, 1.288], [1.504, -4.584, 2.188], [-0.626, -4.048, 1.521], [0.148, -3.688, -0.037], [-0.192, -6.306, -0.616], [-1.486, -6.170, 0.653], [-2.499, -5.601, -1.588], [-1.102, -4.455, -1.919], [-1.868, -2.804, -0.491], [-2.751, -3.930, 0.636], [-3.628, -2.844, -2.141], [-4.581, -4.105, -1.267], [-3.838, -1.537, 0.275], [-5.377, -2.452, 0.325], [-4.428, -0.837, -2.125], [-6.065, -1.617, -1.872], [-5.512, 1.125, -1.258], [-5.475, 0.318, 0.357], [-7.657, -0.907, -0.374], [-7.779, 0.208, -1.766], [-7.599, 2.211, -0.099], [-7.644, 1.018, 1.224], [-9.909, 2.138, -0.344], [-10.019, 0.328, -0.269], [-11.127, 1.427, 1.827], [-9.598, 0.498, 2.272], [-9.574, 2.284, 2.101], [5.719, 2.871, 0.582], [4.589, 1.489, 0.745], [4.260, 3.950, 2.604], [5.405, 2.641, 2.947], [2.382, 1.941, 2.573], [3.161, 2.385, 4.101], [4.292, 0.057, 2.403], [4.492, 0.401, 4.205], [3.914, 4.620, -4.582], [4.514, 2.997, -5.008], [2.898, 3.199, -4.291], [6.525, 2.163, -1.516], [6.702, 2.387, -3.289], [7.077, 3.748, -2.194]], "forces_ev_per_angstrom": [[-0.29, -0.93, 0.42], [-0.87, 0.97, -1.81], [-1.13, 0.74, 0.56], [0.29, 0.09, 0.37], [0.78, 0.21, 0.72], [-1.13, -0.02, 0.11], [-0.06, 0.67, 0.44], [-0.13, -0.45, -1.25], [0.14, -0.21, 1.83], [0.80, -0.08, -1.41], [-0.70, -0.29, 1.57], [-0.11, 0.67, -0.38], [0.77, -0.47, -0.33], [-0.22, 1.15, 0.06], [0.38, -0.47, 1.33], [-0.13, -0.30, -1.22], [0.09, 0.83, 0.54], [-0.18, 0.10, -0.50], [0.36, -0.35, 1.11], [-0.88, -0.40, -0.93], [0.59, 0.71, 0.57], [-0.24, -0.81, -0.03], [0.31, 0.46, 0.74], [0.29, 0.35, -0.80], [-0.16, -0.83, -0.08], [1.49, -0.32, -0.38], [-0.28, 0.49, 0.69], [-0.72, 1.01, 0.45], [0.22, -1.77, -1.32], [0.32, 0.81, 0.82], [0.24, 1.04, 0.28], [0.40, -0.08, -0.38], [-1.29, -0.93, -1.27], [0.63, 0.15, 0.34], [1.06, -0.14, 0.59], [-1.35, -0.11, 1.09], [0.23, 0.28, -1.77], [0.98, -0.05, -1.09], [1.44, -0.68, 0.20], [-1.25, 0.52, -0.51], [1.50, -0.45, 0.95], [-0.22, 0.28, -0.60], [0.64, -0.19, -0.25], [0.19, -0.43, 0.49], [0.72, 0.26, -0.03], [-0.36, -0.47, -0.47], [-0.29, 0.05, 0.70], [-0.34, 0.00, -0.56], [-0.46, 0.45, 0.38], [0.27, 0.50, 0.37], [0.61, -0.20, -0.63], [0.22, -0.37, -0.50], [-0.77, 0.04, -0.05], [-0.32, 0.56, -0.27], [0.32, 0.00, 0.69], [-0.33, 0.53, -0.20], [0.21, -0.44, -0.66], [0.14, -0.50, -0.56], [-0.17, -0.44, 0.59], [-0.40, 0.40, 0.37], [0.26, 0.17, -0.65], [0.29, 0.59, 0.02], [-0.74, -0.26, 0.28], [-0.53, -0.43, 0.48], [0.12, 0.16, -0.58], [-0.10, -0.55, 0.50], [0.46, 0.36, 0.05], [-0.43, -0.35, -0.51], [0.56, 0.16, -0.39], [-0.65, 0.04, 0.27], [0.67, 0.42, -0.09], [-0.07, -0.53, 0.48], [-0.09, -0.13, -0.67], [-0.06, 0.59, -0.06], [0.39, -0.05, 0.53], [-0.25, -0.56, 0.08], [-0.16, 0.17, -0.70], [-0.05, -0.70, 0.22], [0.40, 0.56, 0.25], [0.60, -0.23, -0.01], [-0.48, 0.43, -0.17], [-0.31, -0.56, -0.02], [-0.61, -0.08, 0.49], [0.16, 0.71, -0.05], [-0.27, -0.81, -0.02], [-0.69, 0.19, -0.07], [0.77, 0.18, -0.07], [0.08, -0.33, -0.67], [-0.46, -0.10, 0.53], [-0.30, -0.15, -0.56], [0.00, -0.67, 0.42], [-0.16, 0.24, 0.75], [0.70, 0.22, 0.53], [-0.33, 0.49, -0.40], [-0.21, 0.26, 0.66], [-0.44, -0.56, 0.04]]}

=====

(4)
{"formula": "C10H22", "method": "wB97M-V/def2-TZVPD", "homo_ha": -0.3658, "homo_lumo_gap_ev": 10.78, "de_lowest_kcal_mol": 119.9, "molar_mass_g_mol": 142.3, "smiles": "CC(C)(C)C.C1CCCC1", "symbols": ["C", "C", "C", "C", "C", "H", "H", "H", "H", "H", "H", "H", "H", "H", "H", "H", "H", "C", "C", "C", "C", "C", "H", "H", "H", "H", "H", "H", "H", "H", "H", "H"], "xyz": [[-1.762, 1.250, -0.324], [-2.439, -0.123, -0.129], [-2.388, -0.385, 1.331], [-1.784, -1.215, -0.818], [-3.892, 0.288, -0.531], [-2.074, 1.954, 0.588], [-0.582, 1.114, -0.372], [-2.037, 1.798, -1.313], [-2.912, -1.276, 1.552], [-1.473, -0.814, 1.750], [-2.772, 0.550, 1.775], [-2.371, -2.101, -0.682], [-0.834, -1.361, -0.069], [-1.572, -1.165, -1.953], [-4.341, 0.795, -1.405], [-4.599, -0.571, -0.540], [-4.496, 0.867, 0.258], [4.032, -0.285, -0.492], [3.433, 1.139, -0.256], [2.073, 0.950, 0.437], [1.905, -0.589, 0.814], [2.841, -1.217, -0.214], [4.398, -0.487, -1.500], [4.951, -0.582, 0.061], [3.087, 1.745, -1.208], [4.013, 2.082, 0.353], [1.108, 1.554, -0.128], [1.946, 1.379, 1.554], [0.933, -1.096, 0.478], [2.084, -0.553, 2.000], [2.172, -1.354, -1.090], [3.353, -2.291, 0.075]], "forces_ev_per_angstrom": [[2.26, 1.81, -0.17], [-1.34, 4.46, -1.09], [-0.35, 0.08, 1.00], [2.92, -1.63, -0.60], [-3.95, -1.26, 1.47], [0.91, -1.32, -2.15], [-2.47, 0.46, 0.42], [0.34, -1.07, 1.67], [-1.98, -0.65, 0.37], [0.85, 1.36, -0.32], [0.25, -1.05, 0.78], [-0.37, -0.80, 0.05], [-1.68, -0.07, -2.77], [0.01, 0.34, 1.96], [1.89, 0.06, -0.42], [0.66, -0.39, 0.09], [1.63, -0.42, -0.40], [0.20, 0.27, -0.18], [-0.19, 4.13, -0.23], [-3.65, 1.55, 2.66], [-0.78, 0.56, 0.26], [2.04, -3.00, 1.01], [-0.33, 0.55, -0.33], [-0.89, 0.62, 0.48], [1.37, -1.64, 1.27], [-0.91, -3.18, -1.58], [2.93, -2.12, 1.29], [0.77, -0.07, -2.70], [0.89, 1.25, 1.50], [-0.16, -1.18, -2.86], [0.87, -0.03, 0.18], [-1.75, 2.35, -0.68]]}